[1]
DFT (ωB97M-V/def2-TZVPD) results for C40H114AlAsBF6N11O13 as an isolated structure in a non-equilibrium geometry.

Calculated values
E_HOMO   -5.67 eV
Kohn-Sham gap   0.7 eV
Lowest unoccupied orbital energy   -4.94 eV

Structure (XYZ):
```
187
C40H114AlAsBF6N11O13 (ωB97M-V/def2-TZVPD)
Al 0.288 -2.670 -2.761
B 2.824 -4.906 -2.075
H -8.744 -3.335 6.229
H 8.722 12.106 -5.363
H -8.655 -10.657 7.739
H 7.488 8.921 -10.233
N -1.476 -4.839 -2.197
O -0.765 -5.542 -1.573
O -2.507 -5.029 -2.758
O -1.203 -3.367 -2.267
As 0.608 3.704 1.940
F -0.561 4.060 3.137
F 1.137 5.376 2.013
F 1.560 3.557 0.530
F -0.091 2.185 1.633
F -0.725 -1.353 -3.520
F 1.875 3.002 2.932
C -0.151 5.816 -3.588
C -0.934 6.758 -2.763
C -0.065 7.696 -1.928
O 0.648 8.554 -2.802
C 1.496 9.437 -2.082
N -1.723 7.558 -3.772
H -0.772 5.123 -4.193
H 0.523 5.160 -2.978
H 0.519 6.329 -4.243
H -1.503 6.245 -1.997
H 0.673 7.129 -1.251
H -0.733 8.286 -1.335
H 1.948 8.863 -1.282
H 0.995 10.256 -1.560
H 2.268 9.796 -2.801
H -1.072 8.254 -4.079
H -2.435 8.063 -3.301
C -1.488 -12.279 3.804
C -1.079 -11.289 2.698
C -0.100 -0.334 -1.025
O 0.331 -1.543 -1.029
C 0.564 -2.390 0.189
N -1.151 -11.609 1.456
H -0.711 -12.493 4.580
H -1.909 -13.161 3.280
H -2.213 -11.764 4.378
H -0.591 -10.351 3.029
H -0.442 0.075 -0.046
H -0.239 0.039 -1.983
H -0.414 -2.851 0.253
H 0.664 -1.660 0.982
H 1.496 -2.888 0.002
H -0.256 -6.605 8.800
H -0.682 -10.792 1.000
C 0.961 -2.231 -5.512
C 2.157 -1.774 -4.729
C 2.905 -0.417 -4.906
O 3.371 -0.286 -6.204
C 2.337 0.375 -6.853
N 1.815 -1.963 -3.224
H 1.147 -3.277 -5.323
H 1.334 -2.422 -6.488
H -0.111 -2.047 -5.389
H 2.864 -2.550 -5.026
H 3.764 -0.664 -4.282
H 2.372 0.432 -4.498
H 1.522 0.424 -6.133
H 1.945 -0.297 -7.657
H 2.629 1.242 -7.378
H 3.712 -5.210 5.750
H 2.684 -2.516 -2.936
C -2.854 -4.544 2.165
C -3.465 -5.916 2.129
C -3.272 -6.659 3.457
O -1.919 -6.649 3.826
C -1.702 -7.217 5.112
N -4.894 -5.903 1.867
H -2.820 -4.080 1.169
H -1.836 -4.506 2.563
H -3.488 -3.860 2.764
H -2.994 -6.521 1.388
H -3.612 -7.750 3.256
H -3.910 -6.204 4.202
H -1.827 -8.292 5.054
H -2.501 -6.930 5.839
H -0.693 -6.869 5.356
H -5.345 -5.084 2.236
H -5.107 -5.956 0.883
C -2.511 2.786 -5.175
C -3.692 1.977 -5.639
C -3.451 1.470 -7.034
O -2.233 0.707 -7.014
C -2.253 -0.402 -7.856
N -3.981 0.982 -4.584
H -2.683 3.166 -4.142
H -2.396 3.532 -5.931
H -1.594 2.185 -5.226
H -4.558 2.623 -5.710
H -3.270 2.251 -7.780
H -4.182 0.799 -7.513
H -2.507 -0.099 -8.903
H -2.898 -1.239 -7.450
H -1.157 -0.688 -8.004
H -3.406 0.143 -4.724
H -4.944 0.694 -4.575
C -4.710 1.353 -0.740
C -3.308 0.884 -0.423
C -3.226 0.584 1.040
O -4.127 -0.459 1.346
C -4.308 -0.469 2.745
N -2.861 -0.251 -1.250
H -5.375 0.516 -0.569
H -4.840 1.727 -1.768
H -5.015 2.053 0.035
H -2.521 1.670 -0.654
H -3.447 1.481 1.669
H -2.168 0.305 1.265
H -3.386 -0.311 3.287
H -4.693 -1.422 3.138
H -5.027 0.315 3.042
H -2.984 -0.116 -2.243
H -3.251 -1.124 -0.932
C 2.710 1.823 -1.737
C 3.263 0.838 -0.654
C 4.188 1.305 0.416
O 4.492 0.041 1.169
C 4.992 -0.012 2.513
N 1.983 0.425 0.171
H 1.647 1.669 -1.943
H 3.191 1.709 -2.698
H 2.732 2.889 -1.544
H 3.652 0.003 -1.265
H 3.696 2.090 0.982
H 5.141 1.505 0.053
H 4.479 0.628 3.187
H 6.081 0.082 2.640
H 4.818 -1.010 2.879
H 1.640 1.370 0.501
H 2.331 -0.099 0.906
C 6.506 4.280 0.289
C 5.485 4.342 -0.868
C 5.383 5.707 -1.539
O 6.663 5.934 -2.219
C 6.837 7.266 -2.638
N 5.916 3.397 -1.906
H 7.556 4.379 0.061
H 6.536 3.362 0.974
H 6.261 5.006 1.013
H 4.476 3.941 -0.648
H 5.211 6.423 -0.748
H 4.556 5.764 -2.191
H 7.879 7.334 -3.057
H 6.673 7.934 -1.838
H 6.134 7.526 -3.465
H 5.235 3.401 -2.667
H 6.777 3.722 -2.309
C 0.483 -1.186 3.111
C 0.275 -2.720 3.418
C 1.692 -3.355 3.656
O 2.384 -3.337 2.405
C 2.699 -4.647 1.842
N -0.654 -2.794 4.572
H 0.499 -0.662 4.067
H -0.271 -0.786 2.440
H 1.420 -0.981 2.659
H -0.124 -3.229 2.506
H 1.519 -4.379 4.003
H 2.230 -2.733 4.375
H 3.635 -5.046 2.116
H 2.635 -4.475 0.734
H 1.961 -5.442 2.196
H -1.030 -3.738 4.727
H -1.442 -2.138 4.336
C -3.356 0.221 8.178
C -2.765 0.592 6.768
C -2.346 2.069 6.732
O -2.530 2.644 5.386
C -2.119 3.948 5.392
N -1.626 -0.339 6.441
H -3.707 -0.814 8.153
H -4.200 0.883 8.414
H -2.635 0.265 8.971
H -3.681 0.505 6.118
H -1.309 2.246 7.091
H -3.012 2.685 7.348
H -2.500 4.305 4.457
H -1.038 4.037 5.542
H -2.546 4.505 6.222
H -2.117 -1.145 6.111
H -0.982 -0.081 5.667
```

[2]
DFT (ωB97M-V/def2-TZVPD) results for C32H47ClN13O5PPbS2 as an isolated structure in a non-equilibrium geometry.

Calculated values
E_HOMO   -7.66 eV
Kohn-Sham gap   7.6 eV
Lowest unoccupied orbital energy   -0.02 eV
Relative energy (zero: lowest compared OMol25 entry of this formula, charge and spin)   26.20 kcal per mole

Structure (XYZ):
```
102
C32H47ClN13O5PPbS2 (ωB97M-V/def2-TZVPD)
Pb 0.313 1.007 0.590
C -3.256 2.047 3.813
C -2.279 1.393 2.881
N -1.480 2.061 2.124
N -1.560 3.404 2.127
C -0.501 4.051 1.712
N -0.639 5.380 1.509
S 1.092 3.398 1.470
C -2.186 -0.076 2.843
C -3.037 -0.886 3.597
C -2.889 -2.262 3.535
C -1.902 -2.804 2.726
C -1.098 -1.933 2.003
N -1.243 -0.617 2.063
H -3.171 3.125 3.713
H -3.047 1.766 4.847
H -4.278 1.746 3.576
H -1.488 5.832 1.802
H 0.192 5.925 1.373
H -3.813 -0.445 4.206
H -3.537 -2.908 4.114
H -1.751 -3.873 2.661
H -0.315 -2.299 1.345
O 0.213 4.703 -4.390
C -1.045 4.426 -4.139
O -1.961 4.868 -4.794
C -1.303 3.533 -2.969
C -2.559 3.213 -2.487
Cl -4.088 3.621 -3.090
N -2.404 2.393 -1.417
N -1.098 2.152 -1.203
C -0.423 2.829 -2.116
C 1.091 2.687 -2.189
O 1.677 3.400 -3.026
O 1.622 1.847 -1.422
C -3.412 1.757 -0.650
C -4.492 2.476 -0.157
C -5.485 1.808 0.543
C -5.403 0.438 0.744
C -4.303 -0.265 0.277
C -3.299 0.396 -0.411
H 0.844 4.164 -3.797
H -4.555 3.541 -0.317
H -6.328 2.366 0.930
H -6.195 -0.083 1.268
H -4.223 -1.331 0.458
H -2.414 -0.110 -0.778
C 3.582 1.706 4.024
N 4.290 1.172 2.856
C 4.728 2.204 1.921
P 3.635 -0.230 2.221
O 2.197 -0.204 1.852
N 3.877 -1.315 3.458
C 3.089 -2.536 3.456
C 4.995 -1.314 4.379
N 4.564 -0.687 0.922
C 5.977 -0.970 1.098
C 4.199 -0.289 -0.433
H 4.301 2.157 4.714
H 3.065 0.898 4.539
H 2.844 2.459 3.733
H 5.460 2.844 2.418
H 3.903 2.829 1.569
H 5.203 1.748 1.054
H 2.231 -2.410 2.799
H 2.729 -2.749 4.467
H 3.674 -3.397 3.111
H 5.551 -0.385 4.284
H 5.670 -2.159 4.198
H 4.629 -1.396 5.409
H 6.175 -1.251 2.128
H 6.606 -0.107 0.849
H 6.266 -1.799 0.447
H 3.200 0.140 -0.450
H 4.219 -1.166 -1.087
H 4.896 0.453 -0.836
S -1.535 -0.387 -3.493
C -2.495 -1.726 -3.774
N -2.672 -2.199 -5.025
C -3.544 -3.309 -5.376
C -3.635 -4.264 -4.197
C -4.051 -3.474 -2.968
N -3.098 -2.396 -2.772
H -2.263 -1.643 -5.754
H -3.128 -3.818 -6.246
H -4.544 -2.947 -5.642
H -2.653 -4.705 -4.015
H -4.343 -5.065 -4.406
H -4.046 -4.108 -2.081
H -5.066 -3.078 -3.095
H -2.988 -2.001 -1.858
C 2.722 -3.640 -3.511
N 2.211 -2.486 -2.798
C 2.409 -1.176 -3.402
C 1.520 -2.632 -1.687
N 0.892 -2.714 -0.718
H 3.796 -3.532 -3.679
H 2.232 -3.742 -4.484
H 2.547 -4.544 -2.933
H 3.476 -1.007 -3.571
H 2.023 -0.397 -2.747
H 1.894 -1.116 -4.364
```

[3]
DFT (ωB97M-V/def2-TZVPD) results for C29H29CoN6O7S3Te as an isolated structure.

Calculated values
E_HOMO (alpha / beta)   -5.10 / -5.02 eV
Kohn-Sham gap (alpha / beta)   6.8 / 6.7 eV
Lowest unoccupied orbital energy (alpha / beta)   1.71 / 1.71 eV
Total charge   -1
2S+1   2
Relative energy (zero: lowest compared OMol25 entry of this formula, charge and spin)   0.00 kcal per mole

Structure (XYZ):
```
76
C29H29CoN6O7S3Te (ωB97M-V/def2-TZVPD)
Co 0.973 -0.721 -0.014
O 2.421 -3.010 3.002
C 1.726 -2.243 2.340
O 1.622 -2.244 1.066
C 0.826 -1.242 3.084
C -0.593 -1.255 2.497
C -1.589 -0.652 3.489
C -1.227 0.853 3.408
C -0.107 0.844 2.366
O -0.525 -0.220 1.481
C 1.191 0.277 2.961
C 2.368 0.690 2.067
O 3.279 1.340 2.565
O 2.274 0.427 0.809
H 0.823 -1.543 4.131
H -0.887 -2.191 2.030
H -1.462 -1.070 4.487
H -2.615 -0.833 3.167
H -0.891 1.267 4.358
H -2.071 1.446 3.055
H 0.008 1.755 1.790
H 1.396 0.703 3.941
N -1.428 4.321 -1.197
C -0.443 4.840 -0.378
C -0.210 6.113 0.130
C 0.909 6.262 0.929
C 1.765 5.184 1.208
C 1.531 3.922 0.699
C 0.402 3.755 -0.103
N -0.067 2.614 -0.734
C -1.133 2.989 -1.373
C -1.944 2.107 -2.212
C -3.152 2.395 -2.775
S -3.721 1.043 -3.650
C -2.289 0.188 -3.216
N -1.464 0.850 -2.478
H -2.188 4.827 -1.613
H -0.863 6.948 -0.088
H 1.132 7.235 1.348
H 2.630 5.344 1.838
H 2.198 3.093 0.906
H -3.737 3.297 -2.703
H -2.128 -0.833 -3.532
N 1.927 -8.061 1.911
C 1.887 -7.191 0.810
C 1.459 -7.652 -0.434
C 1.431 -6.797 -1.525
C 1.855 -5.486 -1.381
C 2.292 -5.021 -0.146
C 2.300 -5.867 0.946
S 1.802 -4.364 -2.748
O 0.863 -4.917 -3.706
O 3.150 -4.130 -3.205
N 1.295 -3.007 -2.089
C 0.030 -2.849 -1.737
S -1.356 -3.814 -2.262
C -2.403 -2.820 -1.300
C -1.696 -1.852 -0.689
N -0.342 -1.864 -0.922
H 1.227 -8.785 1.886
H 1.926 -7.581 2.798
H 1.129 -8.679 -0.539
H 1.066 -7.134 -2.486
H 2.556 -3.981 -0.012
H 2.588 -5.466 1.911
H -3.461 -3.006 -1.229
H -2.094 -1.086 -0.042
C 1.469 -0.504 -3.981
Te 2.089 0.393 -2.152
C 3.863 -0.759 -1.962
H 1.850 0.069 -4.822
H 0.382 -0.508 -3.994
H 1.841 -1.525 -3.996
H 3.613 -1.795 -2.178
H 4.178 -0.654 -0.925
H 4.632 -0.386 -2.633
```